No. 1
C20H32N2O6 | wB97M-V/def2-TZVPD

Summary:
SMILES: CC(C)OC[C@@H](O)CN1CCN(C[C@H](O)COc2ccc3c(c2)OCO3)CC1
Gap between HOMO and LUMO (eV): 8.395
Molecular weight (g mol⁻¹): 396.5
Max |F| (Eh/bohr): 0.0244
Energy above the lowest of the compared OMol25 structures with the same formula, charge and spin (kJ/mol): 22.9
E_HOMO (eV): -7.67
2S+1: 1

Bonds (Å) are listed after each position.
Geometry (Å):
1 O 5.6059 -2.7980 -1.4139  C17 1.369, C27 1.412
2 O 7.3298 -3.2128 0.0603  C26 1.375, C27 1.410
3 O 3.7158 3.9999 0.4790  C25 1.408, H32 0.965
4 O -2.5895 -1.3270 -1.9517  C11 1.410, H52 0.965
5 O -4.7691 -1.4053 0.9378  C10 1.421, C24 1.408
6 O 4.3687 1.3040 0.9311  C14 1.362, C18 1.416
7 N -2.1338 1.4271 -0.5107  C16 1.444, C20 1.448, C21 1.450
8 N 0.5342 2.4049 -0.4234  C9 1.450, C15 1.453, C28 1.454
9 C 1.5702 3.4168 -0.3444  N8 1.450, C25 1.532, H43 1.092, H48 1.102
10 C -6.0245 -1.8995 1.3845  O5 1.421, C12 1.532, C13 1.530, H60 1.097
11 C -3.0966 -0.9338 -0.6967  O4 1.410, C16 1.543, C24 1.538, H40 1.093
12 C -7.2106 -1.2160 0.6976  C10 1.532, H37 1.086, H42 1.088, H49 1.087
13 C -6.1391 -3.4221 1.2892  C10 1.530, H46 1.087, H50 1.088, H54 1.086
14 C 5.0863 0.1708 0.6935  O6 1.362, C19 1.394, C23 1.399
15 C -0.3019 2.5729 -1.6000  N8 1.453, C21 1.526, H31 1.104, H44 1.092
16 C -3.3079 0.5897 -0.5764  N7 1.444, C11 1.543, H38 1.097, H45 1.093
17 C 5.6480 -1.8035 -0.4738  O1 1.369, C23 1.375, C26 1.392
18 C 3.3230 1.6508 0.0413  O6 1.416, C25 1.532, H29 1.097, H47 1.095
19 C 6.1272 -0.0798 1.5858  C14 1.394, C22 1.389, H55 1.078
20 C -1.3042 1.2266 0.6586  N7 1.448, C28 1.526, H33 1.103, H59 1.092
21 C -1.3004 1.4225 -1.6967  N7 1.450, C15 1.526, H39 1.101, H41 1.093
22 C 6.9447 -1.1957 1.4630  C19 1.389, C26 1.374, H34 1.076
23 C 4.8283 -0.7051 -0.3663  C14 1.399, C17 1.375, H51 1.076
24 C -4.4185 -1.6619 -0.4017  O5 1.408, C11 1.538, H57 1.101, H58 1.099
25 C 2.7459 2.9808 0.5355  O3 1.408, C9 1.532, C18 1.532, H53 1.101
26 C 6.6879 -2.0504 0.4183  O2 1.375, C17 1.392, C22 1.374
27 C 6.6539 -3.6851 -1.0835  O1 1.412, O2 1.410, H30 1.102, H35 1.102
28 C -0.3100 2.3798 0.7597  N8 1.454, C20 1.526, H36 1.104, H56 1.091
29 H 3.7139 1.7799 -0.9757  C18 1.097
30 H 7.3586 -3.7518 -1.9283  C27 1.102
31 H -0.8579 3.5257 -1.5645  C15 1.104
32 H 4.5150 3.6572 0.8979  O3 0.965
33 H -0.7365 0.2826 0.6084  C20 1.103
34 H 7.7470 -1.3835 2.1557  C22 1.076
35 H 6.2378 -4.6855 -0.8807  C27 1.102
36 H -0.8672 3.3265 0.8693  C28 1.104
37 H -8.1222 -1.4368 1.2456  C12 1.086
38 H -3.9040 0.9276 -1.4331  C16 1.097
39 H -0.7495 0.4764 -1.8112  C21 1.101
40 H -2.3544 -1.2633 0.0350  C11 1.093
41 H -1.9336 1.5695 -2.5750  C21 1.093
42 H -7.3322 -1.5703 -0.3235  C12 1.088
43 H 1.9680 3.5913 -1.3467  C9 1.092
44 H 0.3377 2.5728 -2.4855  C15 1.092
45 H -3.8865 0.7603 0.3349  C16 1.093
46 H -5.2502 -3.8893 1.7059  C13 1.087
47 H 2.5311 0.8949 0.0368  C18 1.095
48 H 1.1933 4.3794 0.0371  C9 1.102
49 H -7.0620 -0.1389 0.6831  C12 1.087
50 H -6.2552 -3.7416 0.2560  C13 1.088
51 H 4.0321 -0.5507 -1.0727  C23 1.076
52 H -3.1789 -0.9961 -2.6398  O4 0.965
53 H 2.4202 2.8429 1.5779  C25 1.101
54 H -7.0067 -3.7557 1.8516  C13 1.086
55 H 6.2869 0.6215 2.3884  C19 1.078
56 H 0.3170 2.2393 1.6411  C28 1.091
57 H -5.1925 -1.2958 -1.0935  C24 1.101
58 H -4.2714 -2.7363 -0.5784  C24 1.099
59 H -1.9414 1.2081 1.5451  C20 1.092
60 H -6.0199 -1.6112 2.4429  C10 1.097

***

No. 2
C20H32N4O2 | wB97M-V/def2-TZVPD

Summary:
SMILES: CCCn1ncc(CN2CCN(Cc3ccc(C)o3)[C@@H](CCO)C2)c1C
Gap between HOMO and LUMO (eV): 8.647
Molecular weight (g mol⁻¹): 360.5
Max |F| (Eh/bohr): 0.0194
Energy above the lowest of the compared OMol25 structures with the same formula, charge and spin (kJ/mol): 243.0
E_HOMO (eV): -7.93
2S+1: 1

Bonds (Å) are listed after each position.
Geometry (Å):
1 O 5.3877 1.0262 -1.2231  C20 1.403, H51 0.972
2 O 0.4053 -2.3239 -0.5705  C16 1.353, C17 1.356
3 N -3.3763 0.6258 0.5665  N5 1.333, C11 1.438, C19 1.354
4 N 2.9063 -0.1445 -0.7326  C12 1.459, C21 1.453, C26 1.461
5 N -2.8552 -0.3410 1.3214  N3 1.333, C9 1.320
6 N 1.0235 1.5758 0.5927  C10 1.448, C13 1.451, C22 1.459
7 C 0.5105 -3.4598 1.3360  C8 1.416, C16 1.363, H58 1.071
8 C 1.8061 -2.9781 1.0269  C7 1.416, C17 1.364, H27 1.071
9 C -1.6626 0.0833 1.6945  N5 1.320, C14 1.404, H32 1.072
10 C 1.7356 0.5691 1.3523  N6 1.448, C26 1.540, H36 1.102, H49 1.093
11 C -4.6972 0.4602 0.0240  N3 1.438, C25 1.532, H34 1.092, H43 1.096
12 C 2.7293 -1.5750 -0.9559  N4 1.459, C17 1.498, H53 1.093, H55 1.097
13 C 0.7078 1.0546 -0.7241  N6 1.451, C21 1.529, H33 1.103, H42 1.093
14 C -1.3918 1.3560 1.1682  C9 1.404, C19 1.388, C22 1.497
15 C 4.0335 1.4434 0.7773  C20 1.531, C26 1.536, H28 1.089, H56 1.091
16 C -0.3076 -3.0367 0.3318  O2 1.353, C7 1.363, C23 1.485
17 C 1.6924 -2.2878 -0.1438  O2 1.356, C8 1.364, C12 1.498
18 C -3.8755 -0.9222 -1.9311  C25 1.523, H39 1.087, H44 1.087, H46 1.087
19 C -2.5299 1.6749 0.4408  N3 1.354, C14 1.388, C24 1.486
20 C 5.4083 1.1439 0.1749  O1 1.403, C15 1.531, H48 1.094, H54 1.103
21 C 2.0156 0.7483 -1.4543  N4 1.453, C13 1.529, H41 1.092, H52 1.094
22 C -0.1289 2.1532 1.2754  N6 1.459, C14 1.497, H30 1.096, H31 1.094
23 C -1.7642 -3.2242 0.1089  C16 1.485, H38 1.092, H40 1.086, H45 1.088
24 C -2.8630 2.9009 -0.3301  C19 1.486, H29 1.089, H35 1.091, H47 1.087
25 C -4.7067 0.2776 -1.4972  C11 1.532, C18 1.523, H37 1.092, H57 1.091
26 C 3.0749 0.2481 0.6642  N4 1.461, C10 1.540, C15 1.536, H50 1.096
27 H 2.7005 -3.1291 1.5972  C8 1.071
28 H 3.5962 2.3101 0.2835  C15 1.089
29 H -3.9212 3.1403 -0.2403  C24 1.089
30 H -0.2934 3.1425 0.8339  C22 1.096
31 H 0.1444 2.2923 2.3252  C22 1.094
32 H -1.0484 -0.5298 2.3244  C9 1.072
33 H 0.0877 0.1437 -0.6692  C13 1.103
34 H -5.1061 -0.4308 0.5060  C11 1.092
35 H -2.6272 2.7750 -1.3878  C24 1.091
36 H 1.1503 -0.3595 1.4552  C10 1.102
37 H -5.7432 0.1440 -1.8125  C25 1.092
38 H -2.3239 -2.3816 0.5217  C23 1.092
39 H -2.8375 -0.7939 -1.6342  C18 1.087
40 H -2.0959 -4.1330 0.6030  C23 1.086
41 H 1.8015 0.3154 -2.4337  C21 1.092
42 H 0.1531 1.8157 -1.2784  C13 1.093
43 H -5.3145 1.3231 0.2981  C11 1.096
44 H -3.9112 -1.0374 -3.0117  C18 1.087
45 H -1.9707 -3.2933 -0.9569  C23 1.088
46 H -4.2543 -1.8321 -1.4721  C18 1.087
47 H -2.2847 3.7422 0.0448  C24 1.087
48 H 6.1011 1.9598 0.4012  C20 1.094
49 H 1.9352 0.9578 2.3536  C10 1.093
50 H 3.5290 -0.6028 1.1853  C26 1.096
51 H 4.6336 0.4501 -1.4338  O1 0.972
52 H 2.5509 1.6905 -1.6080  C21 1.094
53 H 2.5086 -1.7145 -2.0175  C12 1.093
54 H 5.8070 0.2210 0.6281  C20 1.103
55 H 3.6929 -2.0518 -0.7393  C12 1.097
56 H 4.1610 1.6839 1.8336  C15 1.091
57 H -4.3262 1.1790 -1.9791  C25 1.091
58 H 0.2274 -4.0450 2.1869  C7 1.071

***

No. 3
C20H33Br2N3O7 | wB97M-V/def2-TZVPD

Summary:
Total charge: -3
Gap between HOMO and LUMO (spin up / spin down) (eV): 2.645 / 2.644
Molecular weight (g mol⁻¹): 587.3
Max |F| (Eh/bohr): 0.0924
E_HOMO (spin up / spin down) (eV): 2.47 / 2.47
2S+1: 2

Bonds (Å) are listed after each position.
Geometry (Å):
1 Br 1.9628 -0.2334 1.3561  C29 1.964
2 Br 3.9945 2.6082 4.4325  C19 2.000
3 O -1.0759 -1.4435 2.1009  N10 1.233
4 O 1.0306 4.0900 -1.3561  N11 1.238
5 O 2.1324 2.2417 -0.8878  N11 1.254
6 O -1.8452 -1.0975 4.0528  N10 1.177
7 O -2.7756 -0.2198 -1.5105  C24 1.406
8 O -0.0311 -1.6974 -3.3406  C14 1.431
9 O -1.6950 -4.1462 -1.9364  C31 1.402
10 N -1.9765 -1.4676 2.9429  O3 1.233, O6 1.177, C32 1.465
11 N 2.0718 3.4787 -1.0837  O4 1.238, O5 1.254, C23 1.499
12 N -0.2998 -0.6004 -0.7242  H47 1.010, H53 1.010, H54 1.010, H59 1.010
13 C 5.5407 5.9528 -0.5102  C20 1.379, C28 1.426, H44 1.080
14 C 1.0530 -0.9074 -3.8388  O8 1.431, C18 1.491, H35 1.090, H37 1.090
15 C -3.5648 -2.2539 1.1654  C17 1.407, C32 1.398, H48 1.080
16 C -5.7426 -3.1375 1.6009  C17 1.391, C22 1.410, H63 1.080
17 C -4.7320 -2.8730 0.6831  C15 1.407, C16 1.391, H34 1.080
18 C 2.3570 -1.5571 -3.5238  C14 1.491, H51 1.090, H58 1.090, H64 1.090
19 C 3.4968 0.9990 3.3547  Br2 2.000, C29 1.521, H50 1.090, H62 1.090
20 C 5.5920 4.6193 -0.1610  C13 1.379, C30 1.388, H39 1.080
21 C 0.1575 -5.2547 -0.8369  C31 1.558, H46 1.090, H52 1.090, H60 1.090
22 C -5.5450 -2.7369 2.9381  C16 1.410, C27 1.401, H57 1.080
23 C 3.2647 4.3514 -0.8308  N11 1.499, C26 1.397, C30 1.436
24 C -3.7116 0.8289 -1.4833  O7 1.406, C25 1.536, H33 1.090, H40 1.090
25 C -3.7463 1.4045 -0.0596  C24 1.536, H42 1.090, H45 1.090, H56 1.090
26 C 3.3178 5.7038 -1.1790  C23 1.397, C28 1.389, H43 1.080
27 C -4.3982 -2.0601 3.3743  C22 1.401, C32 1.416, H61 1.080
28 C 4.3730 6.5928 -1.0211  C13 1.426, C26 1.389, H49 1.080
29 C 2.0789 1.0802 2.8112  Br1 1.964, C19 1.521, H38 1.090, H41 1.090
30 C 4.4604 3.8201 -0.2382  C20 1.388, C23 1.436, H55 1.080
31 C -1.1832 -4.4778 -0.6735  O9 1.402, C21 1.558, H36 1.090, H65 1.090
32 C -3.3012 -1.9038 2.4928  N10 1.465, C15 1.398, C27 1.416
33 H -4.7232 0.6344 -1.8397  C24 1.090
34 H -4.9097 -3.3078 -0.2894  C17 1.080
35 H 0.9636 -0.7995 -4.9198  C14 1.090
36 H -1.8322 -5.2393 -0.2410  C31 1.090
37 H 1.0648 0.1000 -3.4228  C14 1.090
38 H 1.8268 2.0398 2.3599  C29 1.090
39 H 6.4551 4.1444 0.2816  C20 1.080
40 H -3.3587 1.6851 -2.0581  C24 1.090
41 H 1.3284 0.6905 3.4989  C29 1.090
42 H -4.5685 2.1056 0.0837  C25 1.090
43 H 2.5357 6.0739 -1.8253  C26 1.080
44 H 6.4122 6.5392 -0.2592  C13 1.080
45 H -3.8976 0.6415 0.7040  C25 1.090
46 H 0.9521 -4.5399 -1.0510  C21 1.090
47 H -1.2419 -0.2885 -0.9121  N12 1.010
48 H -2.7800 -1.9979 0.4691  C15 1.080
49 H 4.2816 7.6620 -1.1432  C28 1.080
50 H 3.4395 0.1353 4.0172  C19 1.090
51 H 2.4668 -1.8249 -2.4729  C18 1.090
52 H 0.4999 -5.6161 0.1328  C21 1.090
53 H -0.0478 -1.1087 -1.5598  N12 1.010
54 H -0.3455 -1.2431 0.0536  N12 1.010
55 H 4.6129 2.7582 -0.1136  C30 1.080
56 H -2.8130 1.8837 0.2362  C25 1.090
57 H -6.2804 -3.0221 3.6759  C22 1.080
58 H 2.4679 -2.4929 -4.0716  C18 1.090
59 H 0.2720 0.2120 -0.5421  N12 1.010
60 H 0.2070 -6.0336 -1.5978  C21 1.090
61 H -4.2231 -1.9619 4.4354  C27 1.080
62 H 4.3627 0.6614 2.7851  C19 1.090
63 H -6.6379 -3.6749 1.3249  C16 1.080
64 H 3.2359 -0.9508 -3.7432  C18 1.090
65 H -0.9852 -3.5687 -0.1058  C31 1.090

***

No. 4
C20H33BrO15 | wB97M-V/def2-TZVPD

Summary:
SMILES: O=C1C=C(Br)C(=O)O1.CCOC(=O)OC.CCOC(=O)OC.CCOC(=O)OC.CCOC(=O)OC
Gap between HOMO and LUMO (eV): 9.323
Molecular weight (g mol⁻¹): 593.4
Max |F| (Eh/bohr): 0.1101
E_HOMO (eV): -10.78
2S+1: 1

Bonds (Å) are listed after each position.
Geometry (Å):
1 Br -3.7366 1.1432 1.0255  C21 1.962
2 O 4.9805 -2.0399 -8.6850  C17 1.344, C36 1.426
3 O 5.8604 -1.1164 -6.8052  C17 1.206
4 O 0.6359 0.7591 1.5200  C23 1.436, C32 1.438
5 O 1.6625 0.0671 6.0242  C27 1.344, C33 1.425
6 O 1.0785 -1.4873 1.3642  C32 1.258
7 O 3.8938 -2.2573 -6.8146  C17 1.343, C31 1.433
8 O -0.0677 0.8565 7.0773  C26 1.433, C27 1.343
9 O -5.4825 6.5923 3.0046  C18 1.434, C20 1.342
10 O -6.1519 4.5281 2.3289  C20 1.207
11 O -0.4121 -0.5174 5.2955  C27 1.210
12 O 2.2884 -5.4725 -2.6918  C25 1.344, C28 1.433
13 O 0.9694 -3.7524 -2.0011  C25 1.208
14 O 3.0176 -4.1700 -1.1120  C25 1.342, C30 1.429
15 O -0.5235 2.7549 1.1141  C23 1.241
16 O -7.5844 6.2779 2.5481  C20 1.344, C34 1.426
17 C 5.0033 -1.7473 -7.3733  O2 1.344, O3 1.206, O7 1.343
18 C -4.1281 6.1285 3.0833  O9 1.434, C19 1.517, H59 1.094, H68 1.092
19 C -3.4945 6.0636 1.7063  C18 1.517, H47 1.093, H57 1.092, H61 1.092
20 C -6.3826 5.6793 2.6077  O9 1.342, O10 1.207, O16 1.344
21 C -1.8584 0.5994 1.1889  Br1 1.962, C23 1.602, C29 1.415
22 C 1.3692 -4.9300 -4.8753  C28 1.517, H44 1.092, H51 1.092, H66 1.093
23 C -0.5540 1.5248 1.2740  O4 1.436, O15 1.241, C21 1.602
24 C -2.0176 -0.2849 7.9760  C26 1.517, H54 1.092, H65 1.092, H67 1.093
25 C 1.9840 -4.4040 -1.9359  O12 1.344, O13 1.208, O14 1.342
26 C -1.4831 0.9520 7.2786  O8 1.433, C24 1.517, H40 1.092, H42 1.094
27 C 0.3188 0.0824 6.0506  O5 1.344, O8 1.343, O11 1.210
28 C 1.3026 -5.8404 -3.6639  O12 1.433, C22 1.517, H38 1.092, H41 1.094
29 C -1.3820 -0.7324 1.2268  C21 1.415, C32 1.582, H58 1.132
30 C 2.8634 -2.9973 -0.3104  O14 1.429, H46 1.092, H49 1.091, H56 1.088
31 C 3.7354 -2.0011 -5.4134  O7 1.433, C35 1.517, H48 1.092, H64 1.094
32 C 0.1866 -0.5998 1.3814  O4 1.438, O6 1.258, C29 1.582
33 C 2.2020 -0.7966 5.0279  O5 1.425, H52 1.092, H60 1.091, H62 1.092
34 C -8.6231 5.4381 2.0480  O16 1.426, H43 1.092, H63 1.092, H69 1.091
35 C 3.2386 -0.5877 -5.1739  C31 1.517, H39 1.092, H53 1.092, H55 1.093
36 C 6.0638 -1.4745 -9.4207  O2 1.426, H37 1.091, H45 1.092, H50 1.092
37 H 6.0338 -1.8868 -10.4300  C36 1.091
38 H 1.5278 -6.8652 -3.9670  C28 1.092
39 H 3.0289 -0.4263 -4.1147  C35 1.092
40 H -1.6513 1.8265 7.9110  C26 1.092
41 H 0.3035 -5.8480 -3.2193  C28 1.094
42 H -1.9976 1.1353 6.3311  C26 1.094
43 H -8.6739 4.4973 2.5995  C34 1.092
44 H 1.1079 -3.9024 -4.6120  C22 1.092
45 H 5.9450 -0.3908 -9.4841  C36 1.092
46 H 2.9380 -2.1062 -0.9375  C30 1.092
47 H -3.5883 7.0251 1.1951  C19 1.093
48 H 2.9932 -2.7132 -5.0455  C31 1.092
49 H 3.6762 -2.9785 0.4167  C30 1.091
50 H 7.0256 -1.7305 -8.9722  C36 1.092
51 H 0.6825 -5.2698 -5.6530  C22 1.092
52 H 2.0188 -1.8379 5.3014  C33 1.092
53 H 3.9777 0.1502 -5.4941  C35 1.092
54 H -1.9010 -1.1725 7.3500  C24 1.092
55 H 2.3294 -0.3978 -5.7502  C35 1.093
56 H 1.9194 -3.0083 0.2307  C30 1.088
57 H -2.4373 5.8011 1.7794  C19 1.092
58 H -1.9023 -1.7363 1.1681  C29 1.132
59 H -4.0785 5.1639 3.5963  C18 1.094
60 H 3.2793 -0.6324 4.9861  C33 1.091
61 H -3.9901 5.3199 1.0782  C19 1.092
62 H 1.7789 -0.5749 4.0464  C33 1.092
63 H -8.4706 5.2520 0.9828  C34 1.092
64 H 4.6665 -2.1984 -4.8747  C31 1.094
65 H -3.0771 -0.1680 8.2117  C24 1.092
66 H 2.3835 -4.9058 -5.2818  C22 1.093
67 H -1.4656 -0.4728 8.9004  C24 1.093
68 H -3.5856 6.8492 3.6990  C18 1.092
69 H -9.5696 5.9644 2.1767  C34 1.091